29
Properties=species:S:1:pos:R:3:nbo_charge:R:1 method="wB97M-V/def2-TZVPD" homo_ev=-16.71 charge=+2 largest_force_ev_per_a=6.64 orbital_gap_ev=8.227
C 1.12 -3.51 -0.73 -0.224
C 1.07 -2.33 -0.08 -0.377
C 0.65 0.12 0.10 0.574
C 2.31 2.01 0.33 0.451
C -1.75 1.95 0.09 -0.655
C -3.03 -0.27 0.49 -0.061
C 1.72 -1.04 -0.48 -0.294
C -1.68 0.59 0.76 -0.117
N 1.17 1.29 0.48 -0.621
N 2.93 1.93 -0.81 -0.686
N -0.57 -0.22 0.23 -0.475
O -2.71 -1.59 0.14 -0.706
Cl 2.69 3.25 1.32 0.277
I 1.37 -0.59 -2.69 0.208
H 0.82 -4.48 -0.31 0.249
H 1.46 -3.68 -1.83 0.235
H 0.72 -2.29 0.89 0.221
H -2.77 2.39 0.12 0.274
H -1.58 1.73 -1.01 0.231
H -1.08 2.76 0.43 0.226
H -3.72 -0.19 1.37 0.214
H -3.58 0.15 -0.29 0.199
H 2.71 -0.65 -0.20 0.247
H -1.71 0.61 1.92 0.246
H 0.90 1.59 1.47 0.461
H 2.64 1.23 -1.53 0.438
H 3.72 2.60 -1.02 0.475
H -0.87 -1.19 0.03 0.493
H -2.96 -2.16 0.82 0.498